[1]
{"formula": "C21H36AsBaI4N2Si", "method": "ωB97M-V/def2-TZVPD", "homo_lumo_gap_ev": 4.58, "homo_energy_ev": -9.24, "total_charge": 1, "e_lumo_ev": -4.7, "symbols": ["Ba", "C", "C", "C", "C", "N", "C", "C", "C", "C", "C", "C", "N", "H", "H", "H", "H", "H", "H", "H", "H", "I", "C", "I", "H", "H", "I", "I", "C", "Si", "C", "C", "C", "H", "H", "H", "H", "H", "H", "H", "H", "H", "H", "H", "C", "C", "As", "C", "C", "C", "C", "H", "H", "H", "H", "H", "H", "H", "H", "H", "H", "H", "H", "H", "H", "H"], "xyz": [[0.605002, -0.522845, -0.384169], [-0.763871, -1.129680, 4.333938], [-0.006802, -0.246873, 5.084609], [0.740516, 0.724333, 4.442907], [0.723184, 0.782438, 3.053484], [0.018517, -0.095352, 2.327281], [-0.716279, -1.013130, 2.957944], [1.410103, 1.876267, 2.288266], [2.071065, 2.911334, 2.944005], [2.625482, 3.940747, 2.205006], [2.501602, 3.915392, 0.823858], [1.842620, 2.842855, 0.257268], [1.309414, 1.842520, 0.959858], [-1.369368, -1.893718, 4.800219], [-0.007404, -0.304040, 6.165050], [1.308975, 1.433002, 5.025136], [-1.291470, -1.690677, 2.334814], [2.145501, 2.924377, 4.020650], [3.140964, 4.751949, 2.701640], [2.903138, 4.701556, 0.200348], [1.738342, 2.786326, -0.823899], [-3.497987, 0.749523, 0.905020], [-3.414425, 2.703080, 0.115740], [-1.476729, 3.448553, -0.200007], [-3.906374, 3.357695, 0.822527], [-3.926958, 2.690933, -0.837111], [0.328138, -3.844491, 0.015972], [0.041045, -6.419189, 0.291327], [0.462170, 1.924104, -4.062580], [-0.236703, 0.174935, -4.025073], [-1.360154, 0.000898, -5.514125], [1.159119, -1.085363, -4.230317], [-1.014382, -0.113010, -2.411628], [0.745820, 2.237931, -5.070042], [1.344671, 2.043980, -3.426542], [-0.300051, 2.621155, -3.701648], [-0.850525, 0.185780, -6.463939], [-2.190864, 0.707543, -5.438383], [-1.786519, -1.005045, -5.555206], [1.526027, -1.150803, -5.257351], [0.800845, -2.083041, -3.952977], [2.024922, -0.845623, -3.603900], [-1.519134, -1.097898, -2.389842], [-1.777139, 0.643096, -2.182569], [5.754330, 1.078235, 1.725059], [5.446893, 0.976143, 0.235662], [3.921684, -0.170319, -0.163220], [4.372676, -0.567192, -2.033785], [4.229929, 0.658100, -2.927215], [4.482021, -1.894759, 0.595232], [3.956956, -2.117768, 2.011017], [6.615213, 1.725654, 1.895314], [5.991909, 0.105288, 2.156165], [4.911469, 1.495585, 2.281706], [6.296030, 0.579515, -0.323945], [5.215743, 1.961842, -0.171468], [3.715762, -1.372659, -2.370920], [5.390217, -0.961946, -2.061412], [3.242335, 1.115291, -2.842478], [4.370433, 0.401417, -3.977653], [4.965509, 1.423938, -2.674917], [5.571789, -1.953241, 0.555754], [4.101763, -2.665558, -0.079625], [4.296665, -1.345207, 2.702112], [4.284082, -3.079729, 2.408289], [2.862250, -2.111035, 2.038216]], "forces_ev_per_angstrom": [[-0.290, 0.627, -0.019], [0.004, -0.039, 0.042], [-0.008, -0.017, 0.091], [-0.025, 0.011, -0.075], [-0.092, 0.148, -0.180], [-0.068, -0.096, 0.079], [0.188, 0.032, 0.033], [-0.088, -0.104, 0.231], [0.047, 0.041, 0.010], [-0.010, -0.025, 0.004], [0.035, 0.012, 0.079], [0.084, -0.105, -0.149], [0.161, 0.079, 0.029], [-0.019, 0.018, -0.009], [0.002, 0.000, -0.005], [0.008, -0.033, 0.006], [0.011, 0.008, -0.033], [0.014, 0.037, -0.020], [-0.015, 0.007, -0.005], [0.004, -0.002, 0.004], [-0.032, -0.045, 0.017], [0.028, -0.222, 0.082], [-0.229, 0.081, -0.080], [0.107, 0.119, -0.048], [-0.042, 0.001, -0.022], [-0.023, 0.007, 0.004], [0.051, 0.078, -0.005], [-0.055, -0.503, 0.057], [0.058, 0.075, -0.024], [-0.117, 0.030, -0.192], [-0.039, -0.018, -0.139], [0.064, -0.033, -0.011], [-0.168, -0.040, 0.299], [0.017, -0.015, 0.021], [-0.008, 0.012, 0.038], [0.017, 0.003, -0.015], [0.013, 0.000, 0.032], [-0.005, -0.028, -0.011], [-0.018, 0.026, -0.001], [0.008, 0.022, 0.018], [0.019, 0.008, -0.014], [-0.020, -0.023, 0.023], [-0.005, 0.050, -0.033], [0.005, -0.020, -0.023], [0.030, 0.035, 0.014], [0.034, 0.114, 0.162], [0.189, -0.344, -0.344], [0.012, 0.020, -0.003], [0.084, 0.058, -0.057], [0.061, 0.077, 0.142], [-0.027, -0.045, 0.030], [-0.010, 0.009, 0.003], [0.013, -0.003, -0.014], [-0.012, -0.015, -0.023], [0.031, -0.007, 0.037], [0.017, 0.000, -0.026], [-0.005, -0.013, 0.005], [0.014, 0.005, -0.002], [-0.036, -0.024, 0.018], [0.017, -0.006, 0.007], [0.004, -0.020, 0.008], [0.002, -0.010, 0.027], [-0.005, 0.003, -0.015], [0.013, 0.008, -0.021], [-0.005, 0.000, -0.012], [0.010, -0.003, -0.021]]}


[2]
{"formula": "C21H36BrN8O2", "method": "ωB97M-V/def2-TZVPD", "homo_lumo_gap_ev": 7.69, "homo_energy_ev": -12.53, "total_charge": 1, "e_lumo_ev": -4.8, "symbols": ["C", "C", "O", "O", "C", "C", "C", "C", "C", "N", "Br", "C", "C", "N", "H", "H", "H", "H", "H", "H", "H", "H", "H", "H", "H", "H", "H", "H", "H", "H", "H", "H", "C", "C", "N", "H", "H", "H", "C", "C", "N", "H", "H", "H", "C", "C", "N", "H", "H", "H", "C", "C", "N", "H", "H", "H", "C", "C", "N", "H", "H", "H", "C", "C", "N", "H", "H", "H"], "xyz": [[5.062616, -2.391472, -1.194592], [3.678350, -1.948222, -0.838047], [2.857609, -2.612701, -0.290793], [3.383926, -0.644099, -1.131806], [3.298648, -0.298955, -2.519037], [2.261018, 0.807431, -2.653786], [0.987980, 0.537914, -1.836784], [-0.327799, 0.830761, -2.572060], [-0.619225, -0.200728, -3.665652], [-1.221071, -1.495870, -3.135045], [0.133545, -2.758696, -2.665228], [-2.240775, -1.325511, -2.026567], [-1.839435, -0.278582, -1.025145], [-1.488878, 0.961015, -1.698189], [5.741583, -2.010519, -0.423649], [5.115346, -3.480582, -1.203502], [5.393121, -1.984194, -2.152775], [2.958095, -1.186711, -3.072265], [4.271733, 0.005333, -2.920096], [2.690905, 1.764995, -2.344037], [2.047761, 0.904955, -3.728778], [0.996539, -0.493993, -1.474935], [1.004436, 1.158472, -0.934714], [-0.237771, 1.782466, -3.113615], [-1.337163, 0.157020, -4.409388], [0.303921, -0.481479, -4.177158], [-1.723199, -1.942937, -3.902250], [-2.365958, -2.292366, -1.553528], [-3.170772, -1.063646, -2.543567], [-1.060396, -0.667403, -0.347825], [-2.731396, -0.113087, -0.415039], [-1.250086, 1.610556, -0.948531], [-1.855830, 5.005424, 0.647411], [-1.388169, 3.636179, 0.792596], [-1.014047, 2.555011, 0.922790], [-2.797415, 5.140398, 1.181017], [-1.114794, 5.682718, 1.069840], [-2.008961, 5.241080, -0.404467], [-1.587403, -4.640142, 0.917891], [-2.326168, -3.393057, 1.031180], [-2.946354, -2.425507, 1.044466], [-1.698673, -5.039096, -0.089488], [-0.532169, -4.458946, 1.122758], [-1.951550, -5.385966, 1.621491], [-2.507343, 7.046539, 4.475251], [-3.323539, 6.967170, 3.273523], [-3.970005, 6.902600, 2.323647], [-1.994889, 8.007200, 4.506402], [-3.140138, 6.954374, 5.356640], [-1.769857, 6.245858, 4.471774], [-0.765598, -0.127861, 2.593530], [-0.704804, 0.056038, 4.038003], [-0.645464, 0.197957, 5.175716], [0.175366, -0.552806, 2.242803], [-1.584054, -0.799748, 2.335745], [-0.919693, 0.834005, 2.102771], [0.907929, -6.878613, -1.652290], [0.001821, -7.355280, -0.615249], [-0.726969, -7.703370, 0.201604], [0.706319, -5.822369, -1.834292], [1.939864, -6.995672, -1.326129], [0.759197, -7.432546, -2.577576], [1.705598, 2.595362, 3.597040], [0.712850, 3.646505, 3.768725], [-0.071062, 4.462770, 3.940713], [1.952483, 2.489933, 2.541802], [2.605437, 2.843104, 4.157083], [1.304901, 1.651587, 3.963651]], "forces_ev_per_angstrom": [[0.176, -0.154, 0.006], [0.385, 0.472, -0.467], [-0.523, -0.596, 0.382], [0.103, 0.225, 0.043], [-0.140, -0.136, -0.022], [0.068, 0.113, -0.191], [0.003, -0.039, 0.161], [-0.038, -0.037, -0.112], [0.060, 0.065, -0.073], [0.104, -0.045, 0.017], [-0.138, 0.023, 0.066], [-0.271, 0.034, -0.071], [-0.016, -0.069, 0.097], [0.144, -0.116, 0.152], [-0.069, -0.034, -0.107], [0.019, 0.152, 0.015], [-0.063, -0.034, 0.114], [0.073, 0.113, -0.010], [-0.105, -0.007, 0.099], [0.008, -0.141, -0.065], [-0.017, 0.049, 0.157], [0.031, 0.176, 0.037], [-0.038, -0.094, -0.085], [0.086, -0.131, 0.066], [-0.025, 0.068, 0.247], [-0.193, 0.031, -0.055], [0.251, -0.061, -0.033], [-0.074, -0.100, -0.002], [0.173, 0.148, 0.050], [-0.083, 0.019, -0.161], [0.181, -0.014, 0.066], [-0.190, 0.174, -0.294], [-0.049, -0.007, 0.063], [0.091, -0.198, 0.120], [-0.064, 0.501, -0.346], [0.069, 0.000, -0.032], [-0.021, -0.007, 0.014], [0.019, -0.021, 0.001], [0.225, -0.050, 0.109], [-0.316, 0.015, -0.127], [0.179, -0.030, -0.027], [-0.012, -0.020, 0.043], [0.000, -0.047, -0.019], [-0.053, 0.034, -0.007], [0.038, 0.056, 0.088], [-0.281, 0.020, -0.275], [0.241, -0.030, 0.246], [-0.011, -0.017, 0.006], [0.010, -0.007, -0.017], [0.032, -0.036, 0.009], [-0.030, 0.017, 0.029], [-0.059, -0.112, 0.024], [0.050, 0.048, -0.034], [0.014, -0.051, -0.009], [0.022, 0.016, 0.036], [0.013, -0.188, 0.110], [0.039, 0.016, 0.004], [-0.163, -0.117, 0.122], [0.125, 0.114, -0.138], [0.069, -0.028, -0.021], [-0.006, 0.018, -0.018], [-0.017, -0.023, 0.039], [0.026, -0.051, -0.080], [0.149, -0.242, 0.115], [-0.239, 0.292, -0.117], [0.021, 0.030, -0.008], [-0.004, -0.003, -0.012], [0.010, 0.059, 0.081]]}


[3]
{"formula": "C21H36Cl3N2O4SiZn", "method": "ωB97M-V/def2-TZVPD", "homo_lumo_gap_ev": [3.03, 2.51], "homo_energy_ev": [-0.87, -0.37], "total_charge": -1, "e_lumo_ev": [2.2, 2.1], "symbols": ["C", "C", "H", "H", "H", "C", "C", "H", "H", "H", "H", "Zn", "Cl", "Cl", "C", "O", "N", "C", "C", "H", "H", "H", "H", "H", "H", "H", "H", "H", "C", "C", "N", "H", "C", "O", "H", "H", "H", "H", "O", "C", "C", "C", "H", "C", "H", "C", "H", "C", "C", "H", "H", "H", "Si", "Cl", "C", "C", "C", "H", "H", "H", "H", "H", "H", "H", "H", "H", "O", "C"], "xyz": [[2.492402, -2.406123, -1.730044], [1.889920, -1.628719, -2.859333], [2.311699, -3.475094, -1.888932], [2.103080, -2.101205, -0.751509], [3.582146, -2.252541, -1.715984], [1.774412, -2.128509, -4.101616], [2.193675, -3.496268, -4.523400], [1.403325, -1.497548, -4.911035], [1.791178, -4.300867, -3.894661], [3.285093, -3.628060, -4.567462], [1.812337, -3.665040, -5.536292], [-0.156051, 0.190725, 2.265093], [1.227679, 0.504861, 6.005721], [1.840067, -0.660492, 2.284058], [0.109597, 3.023871, 2.886477], [-0.524227, 1.925673, 3.025628], [-0.555779, 4.154360, 2.681335], [-2.014779, 4.095661, 2.632136], [0.114710, 5.348476, 2.163868], [1.208857, 3.065231, 2.934706], [-2.376936, 3.516952, 3.478983], [-2.368926, 3.622540, 1.710911], [-2.382443, 5.116436, 2.682682], [1.086376, 5.459557, 2.667591], [-0.531159, 6.209735, 2.372306], [0.286009, 5.286368, 1.072655], [0.152563, -4.586371, 4.766360], [-0.365024, -3.287530, 2.023648], [-0.927794, -4.377035, 4.800372], [-1.334966, -3.510473, 2.492330], [-1.270978, -3.248251, 3.926719], [-1.216377, -4.151688, 5.833481], [-1.377256, -1.996643, 4.400125], [-1.351764, -0.949897, 3.705437], [-2.118165, -2.905589, 2.022781], [-1.465748, -1.961308, 5.503237], [-1.450482, -5.279192, 4.455949], [-1.551453, -4.577213, 2.363969], [0.369954, -0.396477, -1.542936], [1.412333, -0.226688, -2.504051], [-0.110588, 0.423594, -4.414997], [1.039349, 0.691736, -3.678649], [-0.692197, -0.468941, -4.175178], [-0.511490, 1.291019, -5.438023], [2.259761, 0.247100, -1.983968], [1.844763, 1.794721, -4.007223], [-1.434552, 1.087359, -5.976630], [0.298545, 2.374669, -5.783356], [1.486145, 2.614242, -5.082541], [2.764831, 1.929943, -3.426469], [0.024873, 3.013754, -6.622662], [2.157892, 3.420339, -5.376292], [-0.968023, 0.378382, -0.911434], [1.791095, -2.336775, 5.717381], [-2.404233, 0.309376, -2.137404], [-0.518348, 2.163182, -0.717550], [-1.296168, -0.743982, 0.525124], [-2.119749, 0.781229, -3.090777], [-3.284940, 0.857898, -1.763662], [-2.710172, -0.722537, -2.365758], [-1.977720, -1.526397, 0.163559], [-1.905894, -0.251073, 1.322699], [-0.360316, -1.272180, 0.849015], [-0.170026, 2.520558, -1.701364], [0.308123, 2.284818, -0.004075], [-1.364841, 2.798935, -0.412973], [-0.066017, -1.382947, 7.322831], [0.812790, -1.103670, 6.539053]], "forces_ev_per_angstrom": [[0.071, -0.155, 0.073], [-0.451, 0.089, -1.037], [0.095, 0.144, 0.230], [0.030, -0.062, -0.236], [-0.198, -0.046, 0.044], [0.210, 0.641, 0.623], [0.017, -0.505, -0.471], [0.020, -0.070, 0.346], [0.089, 0.217, 0.012], [-0.210, 0.093, 0.094], [0.138, -0.160, 0.117], [0.276, 0.819, 2.216], [-0.005, 0.285, -0.154], [0.317, -0.254, -0.425], [3.297, -0.713, 0.018], [-1.278, -2.307, -0.389], [-1.886, 3.220, -0.327], [1.032, 0.137, -0.013], [-0.502, -0.916, 0.216], [-0.425, 0.079, 0.020], [-0.090, -0.024, -0.009], [-0.206, -0.029, -0.117], [-0.207, 0.067, -0.004], [-0.273, 0.073, -0.138], [0.329, -0.057, -0.007], [0.077, 0.054, 0.080], [-0.312, 0.237, 0.077], [-0.238, -0.054, -0.034], [0.000, 0.122, -0.069], [0.522, 0.015, 0.240], [-0.332, -0.125, -0.284], [0.169, 0.024, -0.238], [0.826, 0.729, 0.144], [-0.408, -1.175, 0.103], [0.192, -0.122, 0.187], [0.136, 0.275, -0.267], [-0.083, 0.256, 0.106], [-0.015, 0.264, -0.087], [-0.143, -0.138, -0.298], [0.129, 0.353, 0.164], [-0.123, 0.332, -0.266], [0.169, -0.310, 0.412], [0.134, 0.348, -0.075], [0.375, -0.234, 0.168], [-0.155, 0.096, 0.007], [-0.349, -0.588, -0.078], [0.181, 0.092, 0.016], [0.142, -0.082, 0.102], [0.105, -0.232, 0.207], [-0.360, 0.223, -0.323], [0.032, -0.097, 0.246], [-0.281, -0.081, 0.052], [0.739, 0.039, -1.702], [0.238, -0.300, -0.209], [-0.243, 0.021, -0.031], [-0.081, 0.273, 0.294], [-0.673, -0.126, 0.045], [-0.111, -0.059, 0.462], [0.218, -0.218, -0.008], [0.042, 0.209, 0.100], [0.176, -0.045, 0.024], [0.299, -0.436, -0.282], [-0.799, 0.305, -0.240], [-0.103, -0.141, 0.248], [-0.141, 0.186, 0.018], [0.319, -0.175, 0.034], [-2.480, -0.769, 1.930], [2.014, 0.487, -1.657]]}


| no. | E (eV) |
| --- | --- |
| 1 | -127149.8657 |
| 2 | -108410.3767 |
| 3 | -127394.6921 |